Record 1
52
Properties=species:S:1:pos:R:3:lowdin_spin:R:1 method="wB97M-V/def2-TZVPD" homo_lumo_gap_ev="4.2 / 5.5" homo_energy_ha="-0.141 / -0.194" multiplicity=5 e_lumo_ev="0.30 / 0.21" total_charge=0 e_tot_ev=-52569.906
O -0.063 0.297 -2.888 0.002
C 0.958 0.272 -3.991 0.002
C 0.242 1.403 -4.716 0.000
H 0.875 -0.752 -4.388 0.000
H 1.976 0.465 -3.644 0.000
C -0.861 1.267 -3.660 0.000
H -0.190 1.184 -5.680 0.000
H 0.684 2.389 -4.735 0.000
C -2.052 0.549 -4.249 0.001
H -1.710 -0.405 -4.674 0.000
H -2.418 1.185 -5.058 0.000
H -2.872 0.386 -3.549 0.001
C -1.078 2.597 -2.972 0.000
H -0.115 3.056 -2.731 0.000
H -1.694 2.555 -2.068 0.000
H -1.587 3.242 -3.705 0.000
Ho 0.247 -0.525 -0.842 3.100
C 1.080 1.195 0.758 -0.001
C 2.061 0.128 0.702 -0.003
C 2.699 0.200 -0.601 0.001
H 2.308 -0.552 1.517 0.000
C 2.124 1.309 -1.300 0.009
C 1.115 1.904 -0.490 0.001
H 0.586 2.852 -0.689 0.000
H 0.500 1.493 1.639 0.000
H 3.522 -0.435 -0.959 0.001
H 2.501 1.737 -2.251 0.001
C -1.434 -0.827 1.046 0.036
C -1.876 0.368 0.371 0.112
C -2.250 0.012 -0.952 0.035
H -2.056 1.314 0.885 0.007
C -2.028 -1.409 -1.132 0.051
C -1.531 -1.922 0.098 0.108
H -1.317 -2.977 0.342 0.009
H 0.032 -0.790 4.338 0.020
H -2.821 0.665 -1.597 0.001
H -2.237 -1.967 -2.051 0.002
O 0.073 -1.367 -5.902 0.000
C -0.112 -0.535 -7.069 0.000
C 0.488 -1.191 -8.299 0.000
H 0.490 0.394 -7.003 0.000
H -1.168 -0.236 -7.189 0.000
C 1.413 -2.267 -7.692 0.000
H 1.083 -0.483 -8.895 0.000
H -0.361 -1.620 -8.852 0.000
C 1.186 -2.263 -6.177 0.000
H 2.463 -1.975 -7.837 0.000
H 1.195 -3.234 -8.161 0.000
H 2.065 -1.909 -5.641 0.000
H 0.962 -3.256 -5.796 0.000
N -0.323 -0.724 3.395 0.223
C -0.780 -0.798 2.315 0.282

---

Record 2
54
Properties=species:S:1:pos:R:3:nbo_charge:R:1 method="wB97M-V/def2-TZVPD" homo_lumo_gap_ev=7.2 homo_energy_ha=-0.164 de_lowest_kj_mol=128.5 multiplicity=1 e_lumo_ev=2.69 total_charge=-1 e_tot_ev=-64985.018
Ti -0.298 0.933 -1.423 1.466
C -1.844 2.653 1.650 -0.599
C -0.503 1.938 1.492 -0.382
C -0.523 0.555 2.115 -0.007
C -0.504 0.539 3.509 -0.213
C -0.694 -0.623 4.230 -0.229
C -0.995 -1.787 3.541 -0.211
C -1.029 -1.828 2.153 -0.025
C -1.675 -3.054 1.535 -0.419
C -3.173 -2.809 1.342 -0.602
C -0.675 -0.664 1.429 0.139
N -0.509 -0.686 0.033 -0.563
C 0.035 -1.699 -0.573 0.164
C 0.230 -1.736 -1.969 0.039
C 0.737 -2.790 -2.743 -0.241
C 0.731 -2.338 -4.059 -0.342
C 0.237 -1.027 -4.023 0.011
N -0.076 -0.665 -2.779 -0.565
H -1.818 3.619 1.144 0.223
H -2.076 2.812 2.705 0.195
H -2.649 2.067 1.209 0.219
H 0.278 2.519 1.989 0.216
H -0.163 1.990 0.454 0.196
H -0.342 1.477 4.029 0.203
H -0.657 -0.614 5.312 0.204
H -1.246 -2.689 4.090 0.199
H -1.528 -3.889 2.225 0.197
H -1.245 -3.365 0.588 0.213
H -3.644 -2.552 2.293 0.195
H -3.665 -3.696 0.939 0.203
H -3.343 -1.992 0.641 0.235
H 0.413 -2.556 -0.018 0.186
H 1.039 -3.759 -2.372 0.206
H 1.029 -2.881 -4.942 0.208
H 0.104 -0.337 -4.843 0.203
I -3.522 -0.934 -2.262 -0.064
C -2.645 0.908 -1.459 -1.043
I -0.603 3.524 -2.492 -0.472
H -3.163 0.970 -0.496 0.175
H -3.105 1.661 -2.099 0.198
C 2.796 2.717 0.061 -0.604
C 2.696 1.542 -0.914 0.052
C 3.418 0.315 -0.344 -0.598
C 3.299 1.929 -2.267 -0.601
N 1.314 1.195 -1.123 -0.837
H 3.835 3.040 0.173 0.195
H 2.421 2.428 1.045 0.200
H 2.202 3.555 -0.308 0.228
H 4.480 0.521 -0.181 0.194
H 3.323 -0.525 -1.035 0.215
H 2.968 0.026 0.608 0.207
H 4.357 2.189 -2.162 0.189
H 2.758 2.780 -2.682 0.229
H 3.207 1.096 -2.966 0.212

---

Record 3
53
Properties=species:S:1:pos:R:3:nbo_charge:R:1 method="wB97M-V/def2-TZVPD" homo_lumo_gap_ev=5.0 homo_energy_ha=-0.218 de_lowest_kj_mol=374.0 multiplicity=1 e_lumo_ev=-0.93 total_charge=0 e_tot_ev=-42779.224
O 0.558 0.314 -7.957 -0.562
C 0.364 1.622 -8.594 -0.064
C 0.115 1.049 -10.001 -0.464
H 1.268 2.245 -8.522 0.179
H -0.506 2.140 -8.165 0.175
C 0.343 -0.322 -9.263 0.278
H 0.891 1.298 -10.745 0.215
H -0.913 1.190 -10.380 0.214
C 1.580 -1.075 -9.742 -0.630
H 2.455 -0.411 -9.762 0.215
H 1.429 -1.487 -10.754 0.217
H 1.779 -1.915 -9.062 0.216
C -0.886 -1.222 -9.241 -0.630
H -1.769 -0.659 -8.909 0.212
H -0.709 -2.059 -8.550 0.215
H -1.091 -1.643 -10.239 0.217
In 0.041 0.091 -0.421 1.604
C -2.133 -0.484 1.286 -0.305
C -1.924 0.943 1.473 -0.227
C -1.842 1.551 0.148 -0.486
H -1.654 1.540 2.367 0.265
C -2.232 0.541 -0.816 -0.397
C -2.337 -0.731 -0.103 -0.363
H -2.628 -1.705 -0.580 0.242
H -2.040 -1.276 2.047 0.244
H -1.678 2.651 -0.046 0.247
H -2.532 0.733 -1.874 0.240
C 1.222 -1.617 1.590 -0.253
C 0.353 -2.334 0.658 -0.342
C 0.862 -2.147 -0.661 -0.453
H -0.535 -2.938 0.969 0.240
C 2.011 -1.210 -0.583 -0.402
C 2.219 -0.881 0.782 -0.364
H 2.939 -0.140 1.204 0.254
H 1.237 -1.772 2.693 0.255
H 0.525 -2.676 -1.585 0.243
H 2.674 -0.924 -1.442 0.248
O 0.380 0.625 -2.278 -0.676
C -0.065 -0.329 -3.310 -0.061
C -0.357 0.622 -4.439 -0.431
H -0.923 -0.916 -2.919 0.224
H 0.822 -0.956 -3.444 0.207
C 0.567 1.833 -4.167 -0.428
H -1.404 0.941 -4.368 0.210
H -0.172 0.135 -5.389 0.259
C 0.517 2.026 -2.677 -0.058
H 0.247 2.731 -4.679 0.231
H 1.588 1.568 -4.466 0.220
H -0.385 2.555 -2.330 0.199
H 1.429 2.377 -2.174 0.220
S 0.419 0.478 2.450 -0.257
C -0.089 0.036 4.037 0.056
N -0.029 -0.007 5.219 -0.409

---

Record 4
54
Properties=species:S:1:pos:R:3:lowdin_spin:R:1 method="wB97M-V/def2-TZVPD" homo_lumo_gap_ev="5.4 / 3.7" homo_energy_ha="-0.422 / -0.499" multiplicity=6 e_lumo_ev="-6.06 / -9.88" total_charge=+2 e_tot_ev=-40932.294
C -1.323 -1.718 -4.064 0.015
C -1.751 -0.580 -3.381 0.013
C -1.204 -0.220 -2.136 0.053
C -0.177 -1.049 -1.610 0.199
C 0.046 -2.310 -2.175 0.048
C -0.440 -2.603 -3.447 0.008
C -1.603 1.079 -1.518 0.066
C -3.074 1.261 -1.084 0.068
N -3.607 0.409 -0.053 0.590
Ir 1.301 -0.533 -0.258 1.855
C 0.996 -3.248 -1.503 0.029
P 1.127 -2.586 0.217 0.171
H -2.491 0.082 -3.846 0.002
H -0.075 -3.509 -3.931 0.001
H -1.664 -1.919 -5.078 0.001
H 2.002 -3.209 -1.950 0.005
H 0.678 -4.298 -1.470 0.002
H -0.982 1.270 -0.642 0.005
H -1.401 1.887 -2.239 0.003
H -3.146 2.293 -0.695 0.016
C 2.427 -3.466 1.064 0.060
C -0.457 -2.930 0.984 0.019
H -3.721 1.122 -1.969 0.009
C -4.346 -0.750 -0.446 0.069
C -3.373 0.683 1.340 0.063
H 1.045 -0.533 1.528 0.108
H -5.428 -0.532 -0.511 0.037
H -3.968 -1.046 -1.438 0.011
H -4.183 -1.551 0.289 0.010
H -4.251 1.147 1.828 0.034
H -3.180 -0.262 1.874 0.015
H -2.509 1.357 1.456 0.005
H -0.514 -3.980 1.276 0.001
H -0.563 -2.298 1.871 0.004
H -1.261 -2.715 0.279 0.002
H 2.323 -4.551 0.950 0.010
H 3.396 -3.151 0.659 0.006
H 2.375 -3.231 2.134 0.001
H 0.306 -0.354 1.201 0.101
O 3.808 1.038 1.394 0.226
C 3.480 2.330 1.661 0.200
C 4.290 3.145 2.463 0.091
C 3.789 4.354 2.932 0.048
C 2.500 4.793 2.577 0.265
C 1.732 4.026 1.702 0.016
C 2.268 2.840 1.171 0.141
C 1.440 2.026 0.234 0.037
O 0.204 2.192 0.313 0.070
O 2.060 1.217 -0.599 0.179
H 4.560 0.793 1.967 0.001
H 5.287 2.781 2.713 0.001
H 4.413 4.959 3.588 -0.001
H 2.117 5.736 2.970 0.010
H 0.719 4.313 1.410 -0.002

---

Record 5
55
Properties=species:S:1:pos:R:3:nbo_charge:R:1 method="wB97M-V/def2-TZVPD" homo_lumo_gap_ev=8.6 homo_energy_ha=-0.288 de_lowest_kj_mol=47.6 multiplicity=1 smiles="CCCCOC(=O)Cn1c(=O)n(CC(=O)OCCCC)c2cc(C)ccc21" e_lumo_ev=0.81 total_charge=0 e_tot_ev=-34414.335
C 3.390 -4.931 6.438 -0.608
C 2.911 -3.501 6.217 -0.392
C 1.734 -3.401 5.248 -0.422
C 2.115 -3.787 3.821 -0.077
O 1.002 -3.640 2.933 -0.506
C 0.778 -2.425 2.436 0.786
O 1.462 -1.459 2.633 -0.587
C -0.472 -2.437 1.560 -0.324
N -0.610 -1.214 0.833 -0.419
C -1.557 -0.261 1.142 0.789
O -2.439 -0.358 1.966 -0.649
N -1.308 0.824 0.328 -0.402
C -2.161 1.971 0.249 -0.321
C -2.754 2.092 -1.151 0.787
O -2.997 1.161 -1.868 -0.586
O -2.950 3.371 -1.469 -0.505
C -3.450 3.641 -2.782 -0.071
C -2.326 3.614 -3.814 -0.424
C -2.832 3.970 -5.208 -0.392
C -1.707 3.928 -6.234 -0.598
C -0.228 0.552 -0.489 0.142
C 0.388 1.303 -1.469 -0.248
C 1.481 0.749 -2.128 -0.022
C 2.166 1.512 -3.223 -0.621
C 1.927 -0.526 -1.786 -0.212
C 1.315 -1.285 -0.801 -0.251
C 0.228 -0.732 -0.154 0.201
H 4.155 -4.954 7.210 0.213
H 3.815 -5.348 5.529 0.198
H 2.565 -5.564 6.757 0.202
H 3.736 -2.891 5.844 0.199
H 2.598 -3.081 7.176 0.207
H 1.369 -2.372 5.233 0.221
H 0.919 -4.045 5.584 0.201
H 2.938 -3.156 3.468 0.199
H 2.392 -4.839 3.751 0.191
H -1.350 -2.527 2.209 0.273
H -0.437 -3.301 0.889 0.229
H -1.625 2.892 0.500 0.225
H -2.970 1.815 0.972 0.274
H -3.904 4.632 -2.718 0.191
H -4.212 2.897 -3.034 0.200
H -1.889 2.613 -3.828 0.217
H -1.551 4.322 -3.510 0.199
H -3.614 3.265 -5.497 0.200
H -3.274 4.969 -5.190 0.194
H -0.924 4.637 -5.973 0.201
H -2.082 4.180 -7.223 0.210
H -1.268 2.934 -6.276 0.204
H 0.034 2.291 -1.722 0.212
H 1.831 1.151 -4.196 0.218
H 1.939 2.573 -3.159 0.211
H 3.244 1.379 -3.170 0.217
H 2.779 -0.935 -2.308 0.208
H 1.682 -2.267 -0.549 0.217

---

Record 6
56
Properties=species:S:1:pos:R:3:nbo_charge:R:1 method="wB97M-V/def2-TZVPD" homo_lumo_gap_ev=8.5 homo_energy_ha=-0.303 de_lowest_kj_mol=644.5 multiplicity=1 smiles="c1cc[nH]c1.c1cc[nH]c1.O=C1CCCO1.O=C1CCCO1.O=C1CCCO1" e_lumo_ev=0.31 total_charge=0 e_tot_ev=-36456.508
C 0.224 8.292 -13.368 -0.315
C 0.499 7.578 -14.542 -0.307
C 1.377 8.298 -15.292 -0.084
N 1.679 9.463 -14.609 -0.510
C 0.881 9.518 -13.492 -0.068
H -0.428 8.087 -12.531 0.225
H 0.055 6.630 -14.809 0.223
H 1.747 8.235 -16.305 0.209
H 2.337 10.172 -14.899 0.416
H 0.912 10.455 -12.958 0.211
C -2.464 6.524 -21.912 -0.298
C -1.214 6.356 -22.522 -0.314
C -0.371 7.051 -21.691 -0.070
N -1.037 7.586 -20.638 -0.503
C -2.325 7.172 -20.735 -0.087
H -3.362 6.073 -22.307 0.214
H -1.079 5.917 -23.500 0.224
H 0.687 7.110 -21.897 0.206
H -0.643 8.034 -19.823 0.419
H -3.096 7.502 -20.054 0.208
O 2.903 11.621 -20.125 -0.616
C 3.739 11.859 -21.016 0.784
C 4.145 10.834 -21.999 -0.541
C 5.148 11.536 -22.734 -0.440
C 4.717 13.058 -22.590 -0.072
O 4.144 13.006 -21.303 -0.454
H 4.556 10.051 -21.362 0.251
H 3.210 10.673 -22.536 0.248
H 6.198 11.329 -22.528 0.228
H 4.893 11.373 -23.781 0.219
H 5.642 13.635 -22.580 0.200
H 3.949 13.471 -23.245 0.194
O 0.039 10.258 -30.940 -0.552
C 0.362 9.098 -30.690 0.799
C 1.305 8.146 -31.481 -0.542
C 1.535 6.942 -30.575 -0.424
C 0.200 6.989 -29.815 -0.072
O -0.156 8.308 -29.700 -0.485
H 0.779 7.849 -32.388 0.232
H 2.270 8.392 -31.926 0.244
H 1.753 6.059 -31.177 0.225
H 2.366 7.231 -29.932 0.205
H -0.572 6.378 -30.282 0.179
H 0.369 6.561 -28.826 0.191
O -2.805 14.588 -14.729 -0.567
C -3.160 13.453 -15.088 0.784
C -3.200 12.852 -16.495 -0.530
C -3.638 11.391 -16.141 -0.435
C -4.114 11.372 -14.650 -0.061
O -3.545 12.551 -14.123 -0.489
H -3.827 13.334 -17.245 0.249
H -2.163 12.815 -16.830 0.250
H -4.426 11.061 -16.819 0.215
H -2.859 10.630 -16.101 0.218
H -5.197 11.450 -14.564 0.173
H -3.764 10.482 -14.128 0.192